1.
C7H13N2O4 | the ωB97M-V functional and the def2-TZVPD basis

For the highest occupied orbital energy (spin up / spin down), the calculation gives -0.4193 / -0.4276 Eh. The lowest unoccupied orbital energy (spin up / spin down) is -4.36 / -3.85 eV. The value obtained for the energy above the lowest of the compared OMol25 structures with the same formula, charge and spin is 139.3 kcal/mol. As for the charge: +1. The value obtained for the gap between HOMO and LUMO (spin up / spin down) is 7.1 / 7.8 eV.

Element x y z (Å)
C 1.56 1.27 -0.09
C -0.38 -1.27 0.30
C -1.14 -0.01 -0.19
C -0.59 2.00 1.00
C 1.04 -1.13 -0.14
C 1.71 -2.42 -0.42
C -2.57 -0.27 -0.68
N 0.65 2.12 0.60
N 2.82 1.96 -0.17
O 1.71 -0.03 -0.13
O -1.33 0.99 0.91
O -0.63 -1.63 1.54
O -3.20 0.96 -0.82
H -0.89 -2.13 -0.24
H -0.52 0.52 -0.87
H -0.98 2.77 1.66
H 2.11 -3.13 0.31
H 2.58 -2.19 -1.06
H 0.90 -2.89 -1.07
H -3.02 -0.98 -0.01
H -2.44 -0.68 -1.69
H 1.01 3.02 0.48
H 2.95 1.89 -1.15
H 3.70 1.42 0.11
H -0.96 -0.99 2.19
H -4.10 0.83 -0.36


2.
C7H13N2OS | the ωB97M-V functional and the def2-TZVPD basis

For the highest occupied orbital energy (spin up / spin down), the calculation gives -0.4755 / -0.4755 Eh. The lowest unoccupied orbital energy (spin up / spin down) is -5.51 / -5.51 eV. The value obtained for the energy above the lowest of the compared OMol25 structures with the same formula, charge and spin is 84.9 kcal/mol. As for the charge: +1. The value obtained for the gap between HOMO and LUMO (spin up / spin down) is 7.4 / 7.4 eV.

Element x y z (Å)
C 0.34 -2.14 0.55
C 1.63 -1.90 0.12
C -0.28 -0.88 0.90
C 1.87 -0.52 0.24
C -2.96 1.41 0.19
C 2.97 0.31 -0.22
C -3.17 -0.15 0.00
N 0.74 0.04 0.76
N 3.06 0.38 -1.68
O -1.37 -0.60 -1.91
S -1.94 -1.24 -0.78
H -0.24 -3.10 0.66
H 2.18 -2.76 -0.16
H -1.09 -0.58 1.66
H -2.42 1.66 -0.76
H -3.84 1.99 0.42
H -2.34 1.54 0.97
H 2.77 1.41 0.18
H 3.80 -0.06 0.42
H -4.09 -0.34 -0.62
H -3.66 -0.45 0.97
H 0.64 0.98 1.16
H 3.10 1.26 -2.15
H 3.80 -0.24 -1.91


3.
C7H13N2PS | the ωB97M-V functional and the def2-TZVPD basis

For the highest occupied orbital energy, the calculation gives -0.3046 Eh. The lowest unoccupied orbital energy is -0.05 eV. The value obtained for the energy above the lowest of the compared OMol25 structures with the same formula, charge and spin is 70.9 kcal/mol. As for the charge: 0. The value obtained for the gap between HOMO and LUMO is 8.2 eV.

Element x y z (Å)
C 2.76 0.81 -1.07
C 2.59 1.45 0.40
C -2.37 1.54 0.21
C -1.06 2.22 0.15
C -0.55 -2.93 0.81
C -1.73 -2.72 -0.01
C 2.14 0.11 0.08
N -1.06 0.92 0.65
N -1.01 -1.61 0.69
P -0.41 -0.28 -0.35
S -0.96 -0.30 -2.14
H 2.17 1.27 -1.87
H 3.74 0.42 -1.30
H 3.43 1.68 1.01
H 1.75 2.11 0.55
H -3.00 1.73 1.08
H -2.78 1.19 -0.77
H -0.51 2.45 -0.86
H -0.93 3.05 0.91
H -0.74 -3.35 1.81
H 0.43 -3.39 0.31
H -1.70 -2.66 -1.05
H -2.70 -2.91 0.35
H 2.51 -0.80 0.41


4.
C7H13N3 | the ωB97M-V functional and the def2-TZVPD basis

For the highest occupied orbital energy, the calculation gives -0.3445 Eh. The lowest unoccupied orbital energy is 0.85 eV. The value obtained for the energy above the lowest of the compared OMol25 structures with the same formula, charge and spin is 150.7 kcal/mol. As for the charge: 0. The value obtained for the gap between HOMO and LUMO is 10.2 eV.

Element x y z (Å)
C 1.15 -1.20 1.84
C 1.04 -0.66 0.45
C 0.19 0.71 -0.04
C 0.39 0.83 -1.52
C -0.73 0.12 -2.27
C -1.77 -0.38 -1.14
C -1.30 0.68 -0.13
H 1.64 -2.32 1.90
H 0.26 -1.47 2.23
H 0.82 -1.62 -0.37
H 2.17 -0.47 -0.10
H 0.45 1.61 0.63
H 1.27 0.61 -2.15
H 0.12 1.89 -1.75
H -1.19 0.60 -2.99
H -0.52 -0.80 -2.61
H -2.91 -0.29 -1.32
H -1.40 -1.51 -0.68
H -1.72 0.29 0.97
H -1.55 1.67 -0.29
N 0.62 1.55 3.45
N 1.25 0.62 3.10
N 1.73 -0.48 2.79


no.,energy (eV)
1,-18627.749
2,-23322.752
3,-30568.928
4,-11933.398